{"formula": "C3H10NSi", "method": "ωB97M-V/def2-TZVPD", "symbols": ["C", "C", "C", "N", "Si", "H", "H", "H", "H", "H", "H", "H", "H", "H", "H"], "positions_angstrom": [[0.841, -0.863, -0.414], [-0.342, -1.355, 0.258], [-0.051, 1.308, -0.156], [1.182, 0.603, 0.200], [-1.591, 0.066, -0.017], [1.832, -1.486, -0.230], [0.735, -0.630, -1.508], [-0.670, -2.307, -0.164], [-0.264, -1.518, 1.284], [-0.222, 2.499, 1.124], [-0.025, 1.755, -1.111], [1.093, 0.631, 1.286], [2.140, 1.007, -0.075], [-2.089, -0.247, -1.271], [-2.568, 0.538, 0.794]], "forces_ev_per_a": [[4.969, 0.406, -0.070], [-2.519, -0.062, -0.401], [-1.967, 2.963, 3.712], [-0.083, -1.038, 1.629], [3.633, -0.385, -0.674], [-2.052, 1.137, -0.550], [0.063, -0.419, 0.990], [-0.060, 0.156, -0.179], [0.843, -0.433, 1.838], [0.351, -2.715, -3.501], [0.396, 1.013, -0.780], [0.953, -0.703, -2.351], [-1.979, -0.630, 0.260], [-0.773, 0.008, -1.958], [-1.775, 0.701, 2.035]], "lowdin_charge": [-0.19, -0.31, -0.27, -0.05, 0.78, 0.17, 0.14, 0.11, 0.06, 0.24, 0.04, 0.19, 0.21, -0.04, -0.07], "mol_weight_g_mol": 88.21, "charge": 1, "orbital_gap_ha": 0.3989, "homo_energy_ev": -15.013}